Below is C37H22F4N2O5S as an isolated structure in a non-equilibrium geometry, with properties calculated with ωB97M-V with the def2-TZVPD basis set.

Geometry (Å):
O -1.0165 -2.7625 6.9929
C -1.4769 -1.9754 5.8938
C -0.2908 -1.3656 5.0500
C -0.2291 0.1494 5.3965
C 0.7981 0.6696 6.2889
C 1.8706 -0.2040 6.9267
F 2.7896 0.5626 7.5651
F 1.3528 -1.0486 7.8374
F 2.5776 -0.9103 6.0109
C 0.7841 2.0131 6.5873
C -0.2407 2.8334 6.0279
N -0.4547 4.1525 6.2189
S -1.7620 4.5627 5.3685
N -2.1957 3.1338 4.6651
C -1.2508 2.3146 5.1395
C -1.2069 0.9152 4.8379
F -2.1032 0.3401 4.0244
H -0.0811 -2.9552 6.8618
H -2.0658 -1.1590 6.3474
H -2.1314 -2.5556 5.2203
H 0.6660 -1.8635 5.2578
H -0.5029 -1.4306 3.9725
H 1.5363 2.4635 7.2386
C 2.8668 -0.8764 -3.2596
C 2.0699 -1.8158 -2.6129
C 1.8206 -1.6983 -1.2551
C 2.3756 -0.6476 -0.5348
C 3.1951 0.2822 -1.1794
C 3.4288 0.1697 -2.5450
C 3.8372 1.3862 -0.4154
O 4.5460 2.1969 -0.9754
C 3.5983 1.4699 1.0504
C 4.2330 2.4596 1.7931
C 4.0061 2.5546 3.1575
C 3.1370 1.6658 3.7830
C 2.5081 0.6755 3.0483
C 2.7419 0.5674 1.6841
C 2.0846 -0.5226 0.9173
O 1.3277 -1.2994 1.4675
H 3.0533 -0.9645 -4.3225
H 1.6412 -2.6390 -3.1707
H 1.1957 -2.4285 -0.7572
H 4.0526 0.8963 -3.0490
H 4.9065 3.1535 1.3074
H 4.5044 3.3229 3.7354
H 2.9545 1.7438 4.8465
H 1.8370 -0.0171 3.5386
C -1.2106 0.2847 -2.6546
C -1.6772 -0.9930 -2.3597
C -2.3257 -1.7376 -3.3311
C -2.5219 -1.2037 -4.5997
C -2.0749 0.0874 -4.8882
C -1.4092 0.8241 -3.9147
C -2.3187 0.6935 -6.2246
O -1.9268 1.8144 -6.4776
C -3.0600 -0.0992 -7.2419
C -3.3470 0.4709 -8.4767
C -4.0253 -0.2618 -9.4370
C -4.4125 -1.5719 -9.1714
C -4.1337 -2.1431 -7.9405
C -3.4657 -1.4070 -6.9689
C -3.2036 -2.0201 -5.6393
O -3.5439 -3.1620 -5.4052
H -0.6953 0.8613 -1.8960
H -1.5311 -1.4077 -1.3698
H -2.6827 -2.7332 -3.1015
H -1.0503 1.8199 -4.1402
H -3.0443 1.4884 -8.6872
H -4.2523 0.1860 -10.3964
H -4.9363 -2.1456 -9.9257
H -4.4397 -3.1604 -7.7342

Calculated values
2S+1 = 1
HOMO energy = -0.3469 Ha
HOMO-LUMO gap = 8.20 eV
ΔE to the lowest compared entry with this formula, charge and spin = 9.1 kcal/mol